(1)
C10H24AgBr2O6S2 | ωB97M-V/def2-TZVPD

Each line ends with the Mulliken charge.
Atoms and positions in Å:
Ag (2.5849, 4.9859, 8.2402)  0.5966
O (2.8520, 6.5936, 9.9416)  -0.3705
C (3.2219, 7.9271, 10.2034)  -0.2556
C (2.1044, 8.9511, 10.5748)  -0.7121
O (1.1104, 8.5499, 11.4365)  -0.8351
H (3.8009, 8.2853, 9.3328)  -0.1171
H (3.8580, 7.9705, 11.1070)  0.1426
H (1.5818, 9.2634, 9.6458)  0.1081
H (2.6165, 9.8844, 10.8945)  0.2993
O (-1.4269, 5.9802, 11.2622)  -0.6181
C (-1.7432, 4.8680, 10.5272)  -0.6102
C (-0.6629, 4.1029, 9.5679)  -0.5196
O (0.6613, 4.3296, 9.8117)  -0.3844
H (-2.5894, 5.1326, 9.8727)  0.2318
H (-2.0590, 4.0838, 11.2361)  0.1215
H (-0.8402, 4.4984, 8.5527)  0.0480
H (-1.0003, 3.0509, 9.5476)  0.4487
C (3.6501, 3.2423, 4.6574)  -0.8820
S (1.9910, 2.9434, 5.3579)  0.9050
O (1.7087, 4.0877, 6.2855)  -1.0379
C (1.0119, 3.2909, 3.8772)  -0.4746
H (4.5182, 2.8933, 5.2112)  0.2573
H (3.6820, 4.3224, 4.5138)  0.1445
H (3.6410, 2.6761, 3.7227)  0.3198
H (1.1755, 4.2564, 3.3932)  0.3071
H (-0.0113, 3.2279, 4.2450)  0.1911
H (1.1714, 2.5881, 3.0566)  0.2489
C (4.0614, 2.9375, 10.6952)  -0.8808
S (4.5593, 2.2236, 9.0809)  0.7367
O (4.3696, 3.1645, 7.9184)  -0.7904
C (6.3644, 2.1077, 9.3950)  -0.9777
H (2.9878, 3.0729, 10.5281)  0.2301
H (4.4809, 3.9308, 10.8589)  0.1990
H (4.3364, 2.2239, 11.4681)  0.4098
H (6.9648, 1.7957, 8.5374)  0.3677
H (6.5681, 1.3570, 10.1589)  0.3253
H (6.7842, 3.0923, 9.6147)  0.0626
Br (7.5126, 6.0935, 9.4990)  -0.3057
C (5.8484, 5.8862, 8.4776)  -0.1983
C (5.6657, 7.1577, 7.7158)  -0.7727
Br (4.1822, 6.8956, 6.5062)  -0.2550
H (5.0257, 5.8424, 9.2016)  -0.0106
H (5.9635, 4.9855, 7.8869)  0.3247
H (6.4694, 7.4540, 7.0356)  0.4761
H (5.5746, 8.1014, 8.2502)  0.5062

Output
Frontier orbital gap   1.51 eV
Energy above the lowest of the compared OMol25 structures with the same formula, charge and spin   42.00 kcal/mol
Total charge   -3
Strongest force on any atom   3.29 eV/A
E_LUMO   5.3530 eV
2S+1   1
HOMO level   3.84 eV

=====

(2)
C10H24B3FIO9P | ωB97M-V/def2-TZVPD

Each line ends with the Mulliken charge.
Atoms and positions in Å:
O (-8.0291, 0.4922, -2.7045)  -0.4863
C (-6.9662, 0.5595, -2.1995)  0.3462
F (-6.1292, -0.4976, -2.2501)  -0.1875
C (-6.4079, 1.7232, -1.4316)  -0.3006
B (-4.9182, 1.6153, -0.9320)  0.1692
O (-3.8866, 1.0911, -1.6758)  -0.3692
B (-3.0859, 0.1976, -0.9813)  0.4907
O (-2.8267, 0.4437, 0.3574)  -0.1619
B (-3.9517, 0.9521, 0.9876)  0.5441
P (-4.7516, 0.1753, 2.5924)  -0.2310
O (-3.4003, -0.4120, 3.3277)  -0.3819
I (-5.5402, -1.7374, 1.2886)  -0.1208
O (-4.5953, 2.0023, 0.3752)  -0.2586
H (-7.0416, 1.8103, -0.5445)  0.2759
H (-6.5953, 2.6189, -2.0255)  0.3920
H (-2.6692, -0.7757, -1.5124)  -0.1127
H (-3.1856, -1.3080, 3.0442)  0.2902
C (2.4269, 3.2474, 1.3260)  -0.4220
O (1.3048, 3.1616, 2.1821)  -0.4151
C (0.1738, 2.5559, 1.5786)  -0.4992
C (-0.0031, 1.1188, 2.0080)  -0.0965
O (1.0551, 0.2980, 1.5345)  -0.1868
C (2.0225, -0.0074, 2.5202)  -0.8208
H (3.2743, 3.5619, 1.9328)  0.2574
H (2.6561, 2.2829, 0.8648)  0.0245
H (2.2634, 3.9913, 0.5383)  0.3281
H (0.2485, 2.6102, 0.4870)  0.3341
H (-0.7079, 3.1283, 1.8862)  0.3382
H (-0.9323, 0.7373, 1.5776)  0.0872
H (-0.0765, 1.0585, 3.0986)  0.3707
H (1.6212, -0.7113, 3.2576)  0.2900
H (2.3701, 0.8916, 3.0357)  0.3717
H (2.8655, -0.4762, 2.0140)  0.1698
C (3.1127, -0.4946, -1.4074)  -0.7194
O (4.0757, -0.9831, -2.3225)  -0.4101
C (5.2036, -1.5713, -1.6990)  -0.4739
C (5.1308, -3.0809, -1.7077)  -0.4857
O (4.0698, -3.5625, -0.9007)  -0.3752
C (2.9272, -3.9557, -1.6363)  -0.7278
H (2.2270, -0.2228, -1.9784)  0.2675
H (2.8379, -1.2488, -0.6663)  0.3157
H (3.4831, 0.3981, -0.8904)  0.3340
H (5.3054, -1.2115, -0.6698)  0.2706
H (6.0905, -1.2560, -2.2579)  0.3957
H (6.0632, -3.4831, -1.2993)  0.3695
H (5.0267, -3.4417, -2.7360)  0.3199
H (3.1190, -4.8805, -2.1917)  0.3214
H (2.6103, -3.1775, -2.3349)  0.3167
H (2.1281, -4.1367, -0.9198)  0.2516

Output
Frontier orbital gap   8.59 eV
Strongest force on any atom   1.31 eV/A
E_LUMO   -0.6488 eV
2S+1   1
HOMO level   -9.24 eV

=====

(3)
C10H24Br4OSi | ωB97M-V/def2-TZVPD

Each line ends with the Mulliken charge.
Atoms and positions in Å:
C (0.7779, 0.4322, -0.0622)  -1.2502
C (1.4569, -0.3188, 1.0814)  0.6489
C (0.9844, -1.7854, 1.1427)  -1.3517
C (1.2724, 0.4077, 2.4248)  0.4449
C (-0.1768, 0.3297, 2.9396)  -1.5309
C (2.2851, -0.0685, 3.4711)  -0.8698
O (2.8479, 1.0225, 4.1985)  -0.3326
Si (2.4363, 1.2973, 5.7583)  0.4530
H (-0.2609, 0.6672, 0.1788)  0.2475
H (1.2920, 1.3695, -0.2824)  0.3893
H (0.7620, -0.1754, -0.9680)  0.0967
H (2.5317, -0.3179, 0.8740)  0.4116
H (0.0007, -1.8980, 0.6842)  0.2365
H (0.9076, -2.1635, 2.1639)  0.3783
H (1.6665, -2.4404, 0.6007)  0.2957
H (1.5200, 1.4611, 2.2582)  0.3586
H (-0.8834, 0.1852, 2.1224)  0.3597
H (-0.4710, 1.2437, 3.4564)  0.3486
H (-0.3156, -0.4969, 3.6380)  0.3514
H (1.8144, -0.7731, 4.1700)  0.3992
H (3.1117, -0.5960, 2.9890)  0.3484
H (3.0300, 2.5894, 6.1508)  -0.1538
H (2.9431, 0.2239, 6.6452)  -0.1275
H (0.9609, 1.3529, 5.9094)  -0.1466
Br (-1.7650, -2.2254, -2.1627)  -0.0913
C (-1.3937, -2.0598, -4.0620)  -0.3301
C (0.0077, -2.4806, -4.4152)  -0.5441
Br (1.3510, -1.2654, -3.7098)  -0.1654
H (-1.5829, -1.0217, -4.3171)  -0.0178
H (-2.1120, -2.6972, -4.5725)  0.3785
H (0.1311, -2.4756, -5.4957)  0.3584
H (0.2559, -3.4612, -4.0205)  0.3827
Br (-0.9899, 1.5989, -3.5156)  -0.0933
C (-2.6522, 2.5734, -3.7386)  -0.5641
C (-3.8432, 1.7371, -3.3469)  -0.5681
Br (-4.1616, 0.2796, -4.5923)  -0.1403
H (-2.6958, 2.8808, -4.7790)  0.3492
H (-2.5882, 3.4497, -3.0977)  0.3351
H (-4.7479, 2.3404, -3.3474)  0.3661
H (-3.7070, 1.2785, -2.3719)  0.3391

Output
SMILES   CC(C)[C@@H](C)CO[SiH3].BrCCBr.BrCCBr
Frontier orbital gap   10.54 eV
Strongest force on any atom   0.30 eV/A
E_LUMO   0.4916 eV
2S+1   1
HOMO level   -10.05 eV

=====

(4)
C10H24ClGaIN3O6P | ωB97M-V/def2-TZVPD

Each line ends with the Mulliken charge.
Atoms and positions in Å:
O (1.0762, 5.1830, 0.4213)  -0.3926
N (0.3842, 4.3480, -0.0486)  0.1413
O (1.1226, 3.3700, -0.6675)  -0.1476
C (0.4721, 2.0586, -0.5577)  -0.2518
Ga (0.9956, 1.1041, 1.1590)  -0.2489
Cl (-0.2776, 2.0735, 2.7945)  -0.5459
C (2.9891, 1.2768, 1.4455)  -0.8028
C (3.5046, 2.0051, 2.6930)  -0.4061
C (2.8613, 1.4834, 3.9750)  -0.7719
I (4.2202, 1.5093, 5.6525)  -0.1205
P (0.5293, -1.2133, 0.8464)  0.1884
O (0.9277, -1.9828, 2.2728)  -0.4786
O (-1.1519, -1.3736, 0.9062)  -0.5117
H (0.8358, 1.4933, -1.4148)  0.2278
H (-0.6095, 2.2077, -0.6303)  0.3284
H (3.4445, 0.2833, 1.3793)  0.4256
H (3.3351, 1.8310, 0.5665)  0.3942
H (4.5870, 1.8527, 2.7731)  0.4394
H (3.3737, 3.0847, 2.5984)  0.2148
H (2.0506, 2.1152, 4.3158)  0.3764
H (2.5084, 0.4610, 3.8754)  0.2884
H (0.3923, -1.6616, 3.0133)  0.2845
H (-1.5381, -0.5421, 0.5925)  0.3048
C (0.9624, -2.2391, -3.8565)  -1.3525
C (2.0405, -1.5152, -3.0786)  0.6630
O (1.7757, -0.7581, -2.1716)  -0.3097
N (3.3412, -1.7575, -3.4306)  -0.1585
C (3.8394, -2.6276, -4.4689)  -0.8846
H (0.0048, -1.9386, -3.4428)  0.2526
H (0.9960, -1.9772, -4.9155)  0.3830
H (1.0681, -3.3204, -3.7581)  0.3769
H (4.0054, -1.2499, -2.8678)  0.2369
H (4.4798, -3.4094, -4.0532)  0.2801
H (4.4232, -2.0684, -5.2045)  0.2827
H (3.0121, -3.1056, -4.9846)  0.3276
C (-5.8729, 0.8558, -0.0926)  -1.4451
C (-4.6154, 0.1198, 0.3131)  0.8507
O (-3.5065, 0.5199, 0.0171)  -0.5706
N (-4.7520, -1.0256, 1.0362)  -0.0876
C (-5.9672, -1.6599, 1.4887)  -0.8957
H (-5.5742, 1.7359, -0.6537)  0.2988
H (-6.5092, 0.2296, -0.7195)  0.3555
H (-6.4429, 1.1683, 0.7833)  0.3670
H (-3.8663, -1.4558, 1.2689)  0.1838
H (-5.9876, -1.7304, 2.5785)  0.2871
H (-6.0546, -2.6704, 1.0829)  0.2863
H (-6.8328, -1.0875, 1.1681)  0.3366

Output
Frontier orbital gap   5.95 eV
Total charge   -1
Strongest force on any atom   0.70 eV/A
E_LUMO   2.5277 eV
2S+1   1
HOMO level   -3.43 eV

=====

(5)
C10H24ClI2N2P2Ti | ωB97M-V/def2-TZVPD

Each line ends with the Mulliken charge.
Atoms and positions in Å:
I (0.0439, -0.0428, -2.9710)  0.2494
I (0.0256, 2.4592, -4.2802)  0.0793
Ti (0.0346, 0.6965, -0.3266)  -0.2615
P (-2.5461, 1.1757, -0.1049)  1.1662
C (-3.2993, 1.0266, -1.7516)  -1.1265
C (-3.4606, 0.0230, 0.9496)  -1.2143
H (-4.4820, 0.4115, 1.0005)  0.4482
H (-4.3013, 2.7292, 0.6625)  0.4018
H (-3.0384, -0.0134, 1.9619)  0.3192
H (-2.7137, 3.0814, 1.4411)  0.3439
H (-2.9240, 0.1069, -2.2124)  0.2983
H (-3.4673, -0.9807, 0.5128)  0.3502
C (-3.2051, 2.7979, 0.4939)  -1.0695
H (-4.3982, 0.9977, -1.7536)  0.3767
H (-2.9811, 3.5727, -0.2587)  0.3649
H (-2.9408, 1.8474, -2.3881)  0.2697
P (2.5951, 1.1375, -0.0867)  1.1650
C (3.3495, 1.0256, -1.7337)  -1.1505
C (3.2209, 2.7655, 0.5199)  -1.0701
H (3.1789, 0.0042, 1.9902)  0.3257
H (4.5687, 0.3789, 0.9414)  0.4520
H (3.4965, -1.0106, 0.5461)  0.3588
C (3.5417, 0.0045, 0.9540)  -1.2126
H (2.7186, 3.0351, 1.4640)  0.3403
H (4.3149, 2.7102, 0.6963)  0.4002
H (4.4476, 0.9972, -1.7378)  0.3854
H (2.9947, 1.8600, -2.3534)  0.2805
H (2.9931, 3.5377, -0.2338)  0.3686
H (2.9741, 0.1167, -2.2148)  0.3071
Cl (0.0099, 1.2382, 1.9030)  -0.4000
C (0.0071, -4.1417, 2.0321)  -0.8320
N (-0.0872, -3.2240, 0.9406)  0.0943
C (-0.1617, -3.5296, -0.4288)  -0.7792
C (-0.1699, -2.3474, -1.0643)  -0.6023
N (-0.0129, -1.3282, -0.1243)  0.7408
C (0.0339, -1.8955, 1.0935)  -0.6838
H (-0.1100, -5.1399, 1.6040)  0.3301
H (0.9879, -4.0333, 2.5119)  0.3476
H (-0.7833, -3.9444, 2.7668)  0.3255
H (-0.2352, -4.5048, -0.8937)  0.4267
H (-0.3574, -2.2135, -2.1211)  0.5650
H (0.1383, -1.3876, 2.0532)  0.5210

Output
Frontier orbital gap (spin up / spin down)   6.72 / 6.79 eV
Energy above the lowest of the compared OMol25 structures with the same formula, charge and spin   1.16 kcal/mol
Total charge   +2
Strongest force on any atom   2.69 eV/A
E_LUMO (spin up / spin down)   -8.6023 / -8.6466 eV
⟨S²⟩   0.76
2S+1   2
HOMO level (spin up / spin down)   -15.33 / -15.44 eV

=====

(6)
C10H24ClN3O5RhS | ωB97M-V/def2-TZVPD

Each line ends with the Mulliken charge.
Atoms and positions in Å:
Rh (-0.3715, 0.0141, 0.4345)  0.4960
N (-3.2858, 0.8921, -2.3213)  -0.0260
C (-2.0909, 0.9682, -3.2757)  0.1212
C (-1.1095, 2.0900, -2.9050)  -1.2098
C (0.1705, 1.7153, -2.1397)  0.2861
N (0.0463, 1.7275, -0.6444)  -0.4261
C (0.7908, 0.4087, -2.5483)  -1.4122
C (-0.2074, -0.7155, -2.5997)  0.2338
N (-0.5143, -1.1696, -1.1946)  -0.4192
C (-1.4170, -0.3914, -3.4780)  -1.2604
H (-3.8532, 1.7434, -2.4085)  0.4692
H (-3.0540, 0.8008, -1.3204)  0.1177
H (-3.9047, 0.1153, -2.5786)  0.4412
H (-2.5700, 1.2389, -4.2149)  0.4012
H (-1.6391, 2.9038, -2.4009)  0.3878
H (-0.7625, 2.5213, -3.8456)  0.4912
H (0.8930, 2.4903, -2.3970)  0.3614
H (-0.6408, 2.4002, -0.2992)  0.3374
H (0.9513, 2.0132, -0.2663)  0.4374
H (1.5955, 0.1571, -1.8519)  0.5166
H (1.2590, 0.5125, -3.5287)  0.4694
H (0.2956, -1.5490, -3.0914)  0.3315
H (0.1638, -1.9021, -0.9703)  0.4583
H (-1.4320, -1.6129, -1.1118)  0.3555
H (-2.1558, -1.1982, -3.4707)  0.4345
H (-1.0183, -0.3868, -4.4955)  0.4722
O (-2.5075, 0.9487, 0.3553)  -0.7452
Cl (-2.4587, 0.3968, 1.7589)  1.8879
O (-1.2439, 1.0465, 2.3094)  -0.4882
O (-3.6384, 0.5773, 2.4748)  -0.4277
O (-2.0677, -1.0303, 1.5400)  -0.4973
O (1.2651, -0.4914, 1.4051)  -0.6933
S (1.3332, -0.3459, 2.9978)  0.5998
C (1.3616, -2.0311, 3.6448)  -0.6117
C (2.6348, -2.0925, 4.4970)  -0.6703
C (3.7076, -1.3220, 3.7267)  -0.5635
C (3.0843, 0.0169, 3.3376)  -0.6664
H (1.4098, -2.6783, 2.7667)  0.3354
H (0.4316, -2.1982, 4.1845)  0.4695
H (2.9245, -3.1303, 4.6527)  0.3568
H (2.4645, -1.6587, 5.4832)  0.3381
H (4.0183, -1.8733, 2.8385)  0.2952
H (4.5913, -1.1539, 4.3400)  0.3792
H (3.4933, 0.4986, 2.4505)  0.3921
H (3.0572, 0.7341, 4.1604)  0.4439

Output
Frontier orbital gap   7.52 eV
Energy above the lowest of the compared OMol25 structures with the same formula, charge and spin   29.05 kcal/mol
Total charge   +3
Strongest force on any atom   3.59 eV/A
E_LUMO   -12.0533 eV
2S+1   1
HOMO level   -19.57 eV

=====

Q: Look up the 2S+1 of the fifth one.
A: 2

=====

Q: What is the formula in the second record?
A: C10H24B3FIO9P

=====

Q: Number 4 is which compound?
A: C10H24ClGaIN3O6P